No. 1
This record from OMol25 describes C14H12Cl5N5O2PtS as an isolated structure. The level of theory is ωB97M-V with the def2-TZVPD basis set.

Summary:
Net charge = -2
Multiplicity = 1
Relative energy (zero: lowest compared OMol25 entry of this formula, charge and spin) = 17.2 kcal per mole
Largest force on an atom = 0.4 eV/Å
Gap between HOMO and LUMO = 5.8 eV

Cartesian coordinates (Å):
Pt (0.21041, -0.15372, 0.00601)
Cl (3.47019, -6.60660, 2.95918)
C (2.85465, -5.29792, 2.00139)
C (2.15749, -4.24055, 2.58591)
Cl (1.92050, -4.26870, 4.30598)
C (1.66978, -3.17497, 1.84408)
Cl (0.84170, -1.89966, 2.66658)
C (1.83416, -3.10745, 0.41744)
O (1.41859, -2.19312, -0.33975)
C (2.56291, -4.21963, -0.13430)
Cl (2.81447, -4.20010, -1.84535)
C (3.05202, -5.26326, 0.62522)
Cl (3.92518, -6.55798, -0.13725)
C (0.83405, 1.53429, 0.41545)
H (1.05000, 2.31609, -0.32348)
H (1.10351, 1.88269, 1.42430)
C (-2.71467, 0.34913, -2.96211)
N (-1.50950, 1.15263, -2.89510)
C (-0.27538, 0.67110, -3.19855)
S (1.03033, 1.72375, -3.37429)
N (-0.22671, -0.65728, -3.45025)
C (1.03326, -1.36152, -3.62210)
H (-3.53577, 0.96801, -2.61151)
H (-2.69433, -0.54536, -2.33744)
H (-2.89952, 0.05202, -3.99836)
H (-1.51421, 1.87843, -2.19143)
H (-0.89409, -1.17900, -2.89235)
H (1.77064, -0.66781, -4.01643)
H (0.89406, -2.19059, -4.32005)
H (1.38469, -1.74118, -2.66389)
N (-4.66180, 1.63410, 0.84858)
C (-3.43508, 1.20784, 0.31400)
O (-2.75261, 2.03209, -0.29876)
C (-3.12947, -0.18339, 0.48888)
C (-4.09033, -1.02386, 1.08306)
N (-4.92788, -1.65143, 1.58533)
C (-1.91131, -0.76764, 0.03186)
N (-1.29909, -1.65751, -0.47820)
H (-5.03868, 1.09774, 1.61476)
H (-4.67387, 2.63321, 0.97287)

For each atom in turn, the natural (NBO) charge in e is: atom 1 (Pt): 0.412, atom 2 (Cl): -0.016, atom 3 (C): -0.183, atom 4 (C): -0.080, atom 5 (Cl): -0.001, atom 6 (C): -0.097, atom 7 (Cl): 0.024, atom 8 (C): 0.370, atom 9 (O): -0.709, atom 10 (C): -0.169, atom 11 (Cl): 0.001, atom 12 (C): -0.047, atom 13 (Cl): -0.009, atom 14 (C): -0.585, atom 15 (H): 0.152, atom 16 (H): 0.125, atom 17 (C): -0.427, atom 18 (N): -0.622, atom 19 (C): 0.351, atom 20 (S): -0.378, atom 21 (N): -0.623, atom 22 (C): -0.433, atom 23 (H): 0.221, atom 24 (H): 0.202, atom 25 (H): 0.180, atom 26 (H): 0.446, atom 27 (H): 0.413, atom 28 (H): 0.226, atom 29 (H): 0.172, atom 30 (H): 0.246, atom 31 (N): -0.862, atom 32 (C): 0.671, atom 33 (O): -0.703, atom 34 (C): -0.595, atom 35 (C): 0.326, atom 36 (N): -0.487, atom 37 (C): 0.272, atom 38 (N): -0.541, atom 39 (H): 0.382, atom 40 (H): 0.375



No. 2
This record from OMol25 describes a 10-piece molecular cluster, C40H50N10 overall at a distorted geometry. The level of theory is ωB97M-V with the def2-TZVPD basis set.

Summary:
Multiplicity = 1
Relative energy (zero: lowest compared OMol25 entry of this formula, charge and spin) = 506.5 kcal per mole
Largest force on an atom = 11.0 eV/Å
Gap between HOMO and LUMO = 7.7 eV

Cartesian coordinates (Å):
N (1.95931, -3.98545, 2.29107)
C (2.53677, -4.86742, 3.27309)
C (3.69541, -4.05055, 3.95331)
C (3.41895, -2.66309, 3.54518)
C (2.37879, -2.59952, 2.52028)
H (1.12575, -4.12980, 1.84188)
H (2.21333, -5.90526, 3.32168)
H (4.20391, -4.49415, 4.89544)
H (3.95569, -1.68868, 4.03664)
H (2.02717, -1.79261, 2.05495)
N (-1.13959, 3.97785, 1.71350)
C (-1.07844, 4.74949, 2.85367)
C (-1.28771, 3.75236, 3.98481)
C (-1.60385, 2.43718, 3.43006)
C (-1.49827, 2.63038, 1.86980)
H (-1.08597, 4.20406, 0.68260)
H (-0.89035, 5.69433, 2.58163)
H (-1.49009, 4.23862, 4.81228)
H (-1.96184, 1.67740, 3.98887)
H (-1.61455, 2.01960, 0.95204)
N (3.63514, 1.25253, 3.29380)
C (2.32796, 1.20747, 3.03362)
C (2.20622, 1.83259, 1.64368)
C (3.62534, 2.28648, 1.19180)
C (4.51041, 1.75750, 2.40278)
H (4.15850, 0.98216, 4.13347)
H (1.53569, 1.04407, 3.70458)
H (1.25827, 1.91685, 1.16839)
H (4.05018, 2.73784, 0.22460)
H (5.66608, 1.63139, 2.52056)
N (-2.76508, -0.84329, 4.37716)
C (-2.24999, -1.22981, 3.11038)
C (-3.37536, -1.34228, 2.07418)
C (-4.65033, -0.89049, 2.86396)
C (-4.09688, -0.53616, 4.21956)
H (-2.30859, -0.82202, 5.16853)
H (-1.32992, -1.45519, 3.03930)
H (-3.23736, -1.87868, 1.14216)
H (-5.65504, -0.76819, 2.56037)
H (-4.66076, -0.08968, 5.12393)
N (-5.80050, 1.91736, -0.78102)
C (-5.22274, 0.73182, -0.35979)
C (-5.56933, -0.22070, -1.43978)
C (-6.72842, 0.30807, -2.22525)
C (-6.79842, 1.73010, -1.76956)
H (-5.79541, 2.89593, -0.21519)
H (-4.45458, 0.94714, 0.23923)
H (-5.07514, -1.13028, -1.63103)
H (-7.52179, -0.15779, -2.90030)
H (-7.44018, 2.52506, -2.02456)
N (0.64021, -0.29867, -2.08294)
C (0.98745, -0.22012, -0.77699)
C (-0.42500, -0.28092, -0.04752)
C (-1.53628, -0.54012, -1.17877)
C (-0.73211, -0.48252, -2.39273)
H (1.34126, -0.06935, -2.73222)
H (1.98491, -0.25269, -0.36205)
H (-0.49641, -0.43307, 0.99797)
H (-2.73427, -0.78148, -1.14558)
H (-1.01637, -0.36384, -3.42742)
N (-0.56728, 2.54229, -1.45952)
C (-1.82455, 2.89526, -1.68776)
C (-1.83353, 4.42192, -1.68719)
C (-0.37019, 4.85087, -1.25119)
C (0.34258, 3.48783, -1.18449)
H (-0.34666, 1.50997, -1.55554)
H (-2.78582, 2.17559, -2.02069)
H (-2.78905, 4.91288, -1.91217)
H (0.26752, 5.59358, -1.22395)
H (1.43407, 3.23359, -0.83165)
N (4.85296, -1.82410, -1.37541)
C (5.31395, -1.95150, -2.63008)
C (5.20883, -0.58497, -3.30974)
C (4.97727, 0.40783, -2.19804)
C (4.63700, -0.44661, -0.95538)
H (4.88597, -2.64294, -0.78865)
H (5.44119, -3.01083, -3.08653)
H (5.45505, -0.41007, -4.43147)
H (5.07568, 1.45007, -2.34680)
H (4.38867, -0.10448, -0.05542)
N (-0.33004, 0.74095, -5.40661)
C (0.34104, 1.82244, -4.90425)
C (1.78818, 1.32621, -4.73380)
C (1.96221, 0.11120, -5.56750)
C (0.52953, -0.13715, -5.94586)
H (-1.29363, 0.86916, -5.96525)
H (-0.20113, 2.61083, -4.70464)
H (2.56943, 2.14684, -4.41775)
H (2.71703, -0.50887, -5.65376)
H (0.10941, -1.14466, -6.43850)
N (0.23801, -3.51140, -0.39106)
C (0.67652, -4.77155, -0.98050)
C (0.32033, -5.85052, -0.08414)
C (-0.59553, -5.30580, 0.95933)
C (-0.67662, -3.74798, 0.66132)
H (0.30916, -2.64742, -0.84800)
H (1.52339, -4.74016, -1.67284)
H (0.34550, -6.79626, -0.10535)
H (-1.08030, -5.87215, 1.73718)
H (-1.13197, -2.92167, 1.10953)

Löwdin atomic charge list, values in e, 99 entries: atom 1 (N): 0.010, atom 2 (C): -0.056, atom 3 (C): -0.100, atom 4 (C): -0.156, atom 5 (C): -0.085, atom 6 (H): 0.000, atom 7 (H): 0.079, atom 8 (H): 0.090, atom 9 (H): 0.111, atom 10 (H): 0.017, atom 11 (N): -0.043, atom 12 (C): -0.062, atom 13 (C): -0.071, atom 14 (C): -0.042, atom 15 (C): -0.069, atom 16 (H): 0.090, atom 17 (H): 0.051, atom 18 (H): 0.005, atom 19 (H): -0.004, atom 20 (H): 0.067, atom 21 (N): -0.095, atom 22 (C): -0.102, atom 23 (C): -0.066, atom 24 (C): -0.047, atom 25 (C): -0.124, atom 26 (H): 0.150, atom 27 (H): 0.082, atom 28 (H): 0.014, atom 29 (H): 0.079, atom 30 (H): 0.128, atom 31 (N): 0.017, atom 32 (C): -0.077, atom 33 (C): -0.031, atom 34 (C): -0.041, atom 35 (C): -0.137, atom 36 (H): 0.071, atom 37 (H): 0.002, atom 38 (H): 0.047, atom 39 (H): 0.045, atom 40 (H): 0.124, atom 41 (N): -0.062, atom 42 (C): -0.123, atom 43 (C): -0.097, atom 44 (C): -0.070, atom 45 (C): -0.118, atom 46 (H): 0.214, atom 47 (H): 0.039, atom 48 (H): 0.042, atom 49 (H): 0.097, atom 50 (H): 0.068, atom 51 (N): -0.025, atom 52 (C): -0.081, atom 53 (C): -0.048, atom 54 (C): -0.045, atom 55 (C): -0.137, atom 56 (H): 0.089, atom 57 (H): 0.076, atom 58 (H): 0.024, atom 59 (H): 0.119, atom 60 (H): 0.079, atom 61 (N): -0.078, atom 62 (C): -0.163, atom 63 (C): -0.045, atom 64 (C): -0.034, atom 65 (C): -0.118, atom 66 (H): 0.086, atom 67 (H): 0.166, atom 68 (H): 0.057, atom 69 (H): -0.001, atom 70 (H): 0.135, atom 71 (N): -0.035, atom 72 (C): -0.156, atom 73 (C): -0.100, atom 74 (C): -0.059, atom 75 (C): -0.054, atom 76 (H): 0.137, atom 77 (H): 0.126, atom 78 (H): 0.094, atom 79 (H): 0.047, atom 80 (H): 0.002, atom 81 (N): -0.081, atom 82 (C): -0.093, atom 83 (C): -0.088, atom 84 (C): -0.040, atom 85 (C): -0.175, atom 86 (H): 0.223, atom 87 (H): 0.040, atom 88 (H): 0.111, atom 89 (H): 0.010, atom 90 (H): 0.142, atom 91 (N): 0.018, atom 92 (C): -0.070, atom 93 (C): -0.078, atom 94 (C): -0.035, atom 95 (C): -0.058, atom 96 (H): 0.060, atom 97 (H): 0.092, atom 98 (H): 0.000, atom 99 (H): 0.068